Entry 1:
The following is a DFT calculation (ωB97M-V/def2-TZVPD) of a molecular structure, C29H31N6OsS.

Each line ends with the Mulliken charge.
Geometry (Å):
Os -0.159 0.735 0.114  0.99
S -1.122 2.841 -0.336  -0.62
N 0.324 1.839 -2.885  0.25
N 1.777 3.626 -2.690  -0.08
N -1.843 -0.436 -1.284  -0.08
N 0.061 -1.824 0.250  0.49
N -1.423 0.005 1.887  0.01
N 1.706 0.091 1.391  0.10
C 0.932 2.754 -2.101  0.89
C -1.896 0.950 2.709  -0.21
C 1.096 4.243 1.294  -0.21
C -1.068 -1.177 2.412  1.05
C 2.256 -1.109 1.168  0.85
C -3.005 -2.518 -1.465  -0.81
C -2.047 0.763 4.067  -0.89
C -1.683 -0.460 4.615  -0.47
C -0.530 -2.422 -0.952  -1.16
C 3.513 -1.452 1.640  -1.01
C -4.168 -0.475 -1.854  -0.96
C 4.245 -0.521 2.357  -0.53
C 2.399 0.968 2.125  -0.50
C 3.668 0.716 2.610  -0.91
C -1.178 -1.438 3.771  -1.07
C -1.857 -1.775 -1.240  0.72
C 3.815 4.179 0.784  -0.88
C 0.661 1.723 -4.280  -0.58
C 1.493 -2.094 0.322  -1.36
C 0.710 3.137 -4.848  -0.69
C -0.656 -2.275 1.455  -1.35
C -2.986 0.187 -1.575  -0.20
C 0.656 2.783 -0.697  0.28
C 1.808 3.903 -4.117  -0.74
C 3.330 4.928 1.845  -0.58
C 1.563 3.520 0.190  0.17
C 2.949 3.475 -0.029  -0.30
C 1.968 4.941 2.105  -0.76
C -4.182 -1.861 -1.792  -0.48
H 0.032 4.272 1.483  0.39
H -0.081 1.105 -4.785  0.39
H 4.195 1.467 3.176  0.49
H -2.184 1.880 2.235  0.43
H -2.967 -3.596 -1.410  0.47
H 1.901 1.905 2.336  0.73
H -5.084 -2.415 -1.996  0.44
H 1.671 4.977 -4.267  0.32
H -2.458 1.549 4.680  0.45
H 1.905 -2.021 -0.691  0.38
H 0.904 3.122 -5.919  0.38
H 5.232 -0.759 2.721  0.43
H 3.916 -2.432 1.434  0.50
H -0.254 3.615 -4.668  0.33
H 0.135 -2.218 -1.798  0.49
H 1.694 -3.114 0.685  0.46
H 2.799 3.629 -4.504  0.41
H -2.944 1.267 -1.590  0.45
H 2.150 4.351 -2.093  0.26
H 1.585 5.515 2.936  0.44
H -1.807 -0.655 5.669  0.45
H 4.877 4.143 0.587  0.43
H -0.273 1.155 -2.424  -0.27
H -0.900 -2.406 4.160  0.45
H 1.647 1.248 -4.385  0.30
H -0.060 -3.021 1.999  0.43
H 3.343 2.878 -0.840  0.54
H 4.009 5.497 2.461  0.43
H -1.589 -2.761 1.142  0.49
H -0.647 -3.511 -0.861  0.32
H -5.051 0.086 -2.118  0.43

HOMO (alpha / beta) in eV: -8.598 / -8.618
LUMO energy (alpha / beta) in eV: -2.15 / -2.12
Total charge: +1
Electronic energy in hartree: -1940.852416
Strongest force on any atom in eV Å⁻¹: 2.11
HOMO-LUMO gap (alpha / beta) in eV: 6.45 / 6.50

Entry 2:
The following is a DFT calculation (ωB97M-V/def2-TZVPD) of a molecular structure, C29H31NOPRh.

Each line ends with the Mulliken charge.
Geometry (Å):
Rh 1.039 0.635 0.664  -0.37
P -0.455 -0.478 -0.766  2.03
O 3.749 -0.251 0.314  -0.35
N 2.583 -0.228 -0.439  0.01
C -0.142 -0.852 -4.823  -0.77
C -2.111 0.207 -0.907  0.93
C 2.464 -0.063 3.511  -1.70
C -0.265 1.928 1.833  0.37
C -3.168 -0.366 -0.200  -0.92
C 2.675 -0.594 -1.661  -0.07
C -2.315 1.378 -1.638  -0.59
C 1.620 -0.667 -2.670  0.40
C 1.621 0.895 2.750  0.73
C -0.727 -0.171 3.270  -1.47
C -1.403 -3.082 -0.984  -0.11
C -1.475 -4.416 -0.626  -0.86
C -4.421 0.231 -0.230  -0.68
C -0.589 -2.209 -0.260  0.17
C 0.090 -4.030 1.165  -0.92
C -3.571 1.963 -1.670  -0.76
C 0.923 2.633 1.424  1.01
C -0.729 -4.890 0.449  -0.58
C 2.089 -0.874 -3.967  -1.05
C 0.231 -0.567 -2.447  0.66
C 2.078 2.020 2.039  0.36
C 0.160 0.824 2.611  1.20
C -1.662 2.370 1.574  -1.37
C 3.483 2.508 1.937  -1.62
C 1.218 -0.957 -5.043  -0.86
C -4.622 1.392 -0.963  -0.59
C 0.935 3.831 0.551  -1.65
C -0.628 -0.667 -3.530  -0.73
C 0.159 -2.690 0.812  -0.37
H -3.021 -1.279 0.363  0.38
H 3.645 3.302 2.669  0.38
H -5.242 -0.220 0.311  0.48
H -2.373 1.553 1.666  0.35
H 4.351 -0.915 -0.064  0.36
H -1.772 2.805 0.583  0.36
H -1.000 0.201 4.262  0.40
H 0.698 4.710 1.159  0.37
H -0.837 -0.918 -5.649  0.46
H 1.941 -0.996 3.711  0.32
H -0.786 -5.934 0.724  0.43
H -1.500 1.828 -2.196  0.50
H -3.732 2.863 -2.249  0.46
H 4.194 1.711 2.139  0.34
H -1.646 -0.319 2.705  0.25
H 1.605 -1.108 -6.041  0.44
H 3.668 -0.874 -2.015  0.44
H 0.804 -2.020 1.372  0.58
H -5.602 1.849 -0.992  0.45
H -2.110 -5.091 -1.183  0.45
H -0.240 -1.135 3.403  0.34
H 3.698 2.917 0.952  0.39
H 3.389 -0.280 2.980  0.35
H 0.672 -4.404 1.997  0.48
H 2.729 0.380 4.475  0.41
H -1.986 -2.719 -1.823  0.44
H 0.176 3.764 -0.228  0.31
H -1.697 -0.600 -3.377  0.42
H 3.155 -0.968 -4.138  0.42
H 1.908 3.997 0.095  0.41
H -1.926 3.136 2.307  0.36

HOMO in eV: -14.608
Energy relative to the best compared isomer or geometry (same formula, charge and spin) in kJ/mol: 0.0
LUMO energy in eV: -7.67
Total charge: +2
Electronic energy in hartree: -1705.049061
Strongest force on any atom in eV Å⁻¹: 0.10
HOMO-LUMO gap in eV: 6.94

Entry 3:
The following is a DFT calculation (ωB97M-V/def2-TZVPD) of a molecular structure, C29H32AsClN2NiO3S4.

Each line ends with the Mulliken charge.
Geometry (Å):
As -1.226 -2.878 2.046  -0.02
Ni 0.068 -0.088 0.610  -0.94
Cl -2.013 -6.103 -2.958  -0.31
S 0.743 -1.352 4.769  -0.38
S -0.996 -2.069 0.003  -0.41
S 0.724 -1.572 2.801  -0.05
S -0.894 -4.961 2.001  -0.61
O 3.908 -0.525 0.419  -0.78
O 1.739 -0.915 -0.011  0.60
O 2.480 -2.405 -2.189  -0.31
N 0.775 1.752 0.429  1.62
N -1.569 0.915 1.002  1.71
C -2.864 0.374 1.170  -1.37
C 1.202 -4.328 -1.372  -0.86
C -0.666 -5.018 -2.680  0.39
C 3.977 2.595 -1.184  -1.12
C 2.132 2.106 0.262  -1.52
C -0.436 -3.992 -3.580  -0.95
C 2.380 2.082 2.758  -1.06
C 4.778 2.840 -0.081  -0.85
C -3.109 0.282 -1.341  -1.81
C -0.135 2.705 0.631  0.65
C 2.936 2.314 1.386  1.65
C 0.125 -5.180 -1.568  -0.80
C -5.392 -0.716 1.504  -0.73
C 1.781 1.898 -2.203  -1.03
C -3.635 0.066 0.048  1.50
C -3.349 0.147 2.459  1.72
C 2.650 2.219 -1.027  1.51
C -2.624 3.149 1.019  -1.52
C -2.539 0.516 3.667  -1.43
C 4.257 2.692 1.194  -1.18
C -4.899 -0.478 0.231  -0.83
C 0.191 4.173 0.579  -1.87
C -1.442 2.235 0.888  0.41
C 0.612 -3.114 -3.381  1.30
C 1.456 -3.298 -2.271  1.09
C 3.313 -2.318 -1.038  -0.56
C 2.978 -1.095 -0.139  0.10
C -4.618 -0.401 2.607  -0.84
C 0.811 -1.929 -4.273  -1.22
H -2.696 -0.206 4.469  0.50
H 3.146 2.244 3.515  0.48
H -0.338 4.671 -0.240  0.38
H -5.484 -0.750 -0.639  0.42
H 4.347 -2.271 -1.390  0.27
H -3.253 -0.619 -1.937  0.43
H -3.289 3.064 0.155  0.17
H -3.220 2.890 1.895  0.29
H 1.333 0.913 -2.070  -0.16
H 1.258 4.326 0.429  0.43
H -0.109 -5.933 -0.832  0.41
H 5.818 3.114 -0.216  0.33
H 3.199 -3.191 -0.396  0.26
H -1.103 -3.853 -4.420  0.29
H 1.826 -1.885 -4.672  0.28
H 1.785 -4.446 -0.473  0.10
H 2.364 1.897 -3.124  0.45
H -0.095 4.681 1.504  0.40
H 4.389 2.668 -2.184  0.34
H 0.962 2.614 -2.312  0.25
H -4.985 -0.602 3.605  0.40
H -6.369 -1.166 1.634  0.40
H -2.041 0.507 -1.334  -0.02
H -2.313 4.186 1.104  0.51
H 2.011 1.059 2.855  -0.03
H -1.474 0.537 3.452  -0.12
H 0.657 -1.015 -3.701  0.05
H -2.828 1.504 4.038  0.28
H 4.891 2.838 2.061  0.35
H 0.103 -1.949 -5.100  0.41
H -3.635 1.105 -1.834  0.39
H 1.535 2.742 2.972  0.18

HOMO (alpha / beta) in eV: -1.054 / -0.973
LUMO energy (alpha / beta) in eV: 4.33 / 4.09
Total charge: -2
2S+1: 3
Electronic energy in hartree: -7256.692945
Strongest force on any atom in eV Å⁻¹: 0.76
<S²>: 2.499
HOMO-LUMO gap (alpha / beta) in eV: 5.38 / 5.07

Entry 4:
The following is a DFT calculation (ωB97M-V/def2-TZVPD) of a molecular structure, C29H32AsN3O3S4W.

Each line ends with the Mulliken charge.
Geometry (Å):
W -2.782 -9.240 -16.508  0.74
As -5.340 -5.299 -14.512  0.43
S -2.085 -6.896 -15.735  0.03
S -5.134 -8.240 -17.112  0.27
S -5.023 -10.635 -15.091  -0.12
S -4.352 -9.816 -18.144  -0.09
O 1.248 -13.314 -19.206  -0.54
O -0.476 -11.421 -22.487  -0.55
O -5.325 -6.889 -14.007  -0.46
N -0.216 -11.870 -20.272  0.01
N -1.808 -11.042 -16.536  0.05
N -2.641 -9.128 -14.140  0.62
C -0.808 -7.527 -14.528  -1.03
C -6.617 -9.974 -15.529  0.33
C -6.652 -8.926 -16.446  1.19
C -0.725 -7.528 -19.979  -0.73
C 0.465 -12.362 -19.177  0.07
C -7.839 -8.350 -16.872  -0.92
C 0.070 -11.707 -17.881  0.72
C -3.983 -4.155 -13.680  -0.89
C -1.044 -8.744 -12.371  -1.03
C -1.251 -11.313 -17.756  -1.00
C -4.903 -4.917 -16.436  -1.05
C -3.146 -9.721 -11.847  -0.88
C -9.034 -9.969 -15.529  -0.75
C -7.819 -10.459 -15.034  -0.43
C -0.378 -6.225 -17.943  -0.68
C -1.710 -8.330 -19.371  -0.74
C 0.178 -12.294 -21.581  -0.45
C -1.371 -7.008 -17.351  0.35
C -6.950 -4.164 -14.387  -1.04
C -1.906 -8.147 -18.000  0.73
C -9.040 -8.882 -16.428  -0.73
C -0.005 -6.540 -19.248  -0.66
C -1.229 -11.728 -15.494  -0.29
C -1.529 -8.523 -13.661  0.46
C -4.930 -9.867 -13.456  -0.64
C -1.841 -9.407 -11.440  -0.83
C -3.513 -9.524 -13.185  0.27
C 0.828 -11.932 -16.711  -0.66
C 0.106 -12.015 -15.533  -0.63
H -3.861 -10.164 -11.166  0.56
H -0.132 -11.458 -23.407  0.35
H -7.165 -3.967 -13.314  0.41
H -6.798 -3.254 -14.988  0.40
H -0.538 -6.657 -13.929  0.82
H 0.097 -7.929 -15.005  0.43
H -9.969 -8.446 -16.786  0.46
H -5.498 -8.944 -13.384  0.37
H -5.694 -5.396 -17.018  0.35
H -3.942 -5.337 -16.694  0.17
H -7.822 -7.578 -17.636  0.54
H -0.156 -13.335 -21.755  0.34
H -5.258 -10.632 -12.740  0.73
H 0.623 -12.318 -14.614  0.52
H 0.021 -5.389 -17.393  0.60
H 1.283 -12.313 -21.731  0.36
H -3.214 -4.862 -13.286  0.17
H 0.890 -6.021 -19.675  0.48
H -0.587 -10.910 -20.220  0.15
H -4.932 -3.821 -16.652  0.47
H -7.773 -11.267 -14.321  0.54
H -4.428 -3.516 -12.890  0.46
H 1.889 -12.186 -16.768  0.58
H -2.296 -9.077 -19.907  0.75
H -9.929 -10.478 -15.210  0.48
H -0.115 -8.267 -12.089  0.62
H -1.841 -11.159 -18.635  1.17
H -0.551 -7.682 -21.020  0.56
H -7.753 -4.771 -14.873  0.35
H -3.516 -3.522 -14.447  0.35
H -1.408 -9.734 -10.501  0.51
H -1.836 -12.008 -14.648  0.52

HOMO in eV: -18.682
LUMO energy in eV: -15.09
Total charge: +4
Electronic energy in hartree: -5408.241592
Strongest force on any atom in eV Å⁻¹: 3.39
HOMO-LUMO gap in eV: 3.60